1.
ORCA calculation (ωB97M-V with the def2-TZVPD basis set) on a molecular structure, C36H53AsFIrN7S2Si3.

The value obtained for the energy above the lowest of the compared OMol25 structures with the same formula, charge and spin is 19.0 kJ/mol. As for the max |F|: 0.94 eV Å⁻¹. The HOMO energy (spin up / spin down) is -11.49 / -12.96 eV. As for the total energy: -160314.543 eV.

```
! wB97M-V def2-TZVPD RIJCOSX def2/J DEFGRID3
* xyz 2 2
Ir -0.615 0.732 0.146
C -3.648 -0.100 4.941
C -3.793 1.207 4.177
N -4.020 1.025 2.745
C -3.083 0.853 1.816
S -1.409 0.779 2.324
N -3.518 0.715 0.567
N -2.549 0.619 -0.368
C -2.869 0.647 -1.623
C -4.283 0.713 -2.090
C -1.722 0.777 -2.529
C -1.851 0.988 -3.893
C -0.715 1.165 -4.667
C 0.530 1.112 -4.061
C 0.592 0.912 -2.693
N -0.500 0.757 -1.943
H -3.501 0.110 6.000
H -2.788 -0.666 4.583
H -4.541 -0.717 4.838
H -2.905 1.828 4.301
H -4.638 1.781 4.554
H -4.971 0.994 2.407
H -4.933 0.237 -1.360
H -4.408 0.227 -3.057
H -4.614 1.750 -2.196
H -2.832 1.016 -4.344
H -0.803 1.333 -5.732
H 1.443 1.241 -4.624
H 1.534 0.890 -2.162
N 0.377 4.730 0.570
C -0.793 5.072 -0.093
C -1.314 6.310 -0.450
C -2.531 6.302 -1.095
C -3.210 5.102 -1.362
C -2.689 3.878 -1.002
C -1.447 3.867 -0.368
N -0.656 2.826 0.123
C 0.403 3.392 0.671
C 1.418 2.543 1.252
C 2.449 2.849 2.080
S 3.240 1.418 2.557
C 2.145 0.500 1.654
N 1.244 1.191 1.011
H 1.084 5.368 0.895
H -0.796 7.233 -0.228
H -2.980 7.239 -1.393
H -4.173 5.144 -1.853
H -3.237 2.969 -1.182
H 2.757 3.817 2.440
H 2.191 -0.575 1.637
F 8.959 1.842 1.038
C 7.773 1.838 0.426
C 7.427 0.746 -0.358
C 6.206 0.748 -0.992
C 5.301 1.831 -0.845
C 4.063 1.840 -1.498
C 5.708 2.920 -0.035
C 6.934 2.934 0.588
H 8.128 -0.070 -0.470
H 5.932 -0.081 -1.633
H 3.784 1.032 -2.161
H 3.407 2.700 -1.431
H 5.045 3.772 0.062
H 7.265 3.770 1.188
C 0.140 -2.219 3.455
Si -1.072 -2.837 2.175
C -1.050 -4.704 2.175
C -2.871 -2.464 2.506
As -0.315 -1.849 0.118
Si 1.874 -2.869 -0.260
C 2.191 -2.815 -2.100
C 1.950 -4.608 0.400
C 3.307 -1.998 0.564
Si -1.505 -3.110 -1.580
C -3.332 -2.832 -1.315
C -0.991 -2.674 -3.324
C -1.146 -4.931 -1.408
H -0.221 -2.477 4.454
H 0.289 -1.140 3.430
H 1.106 -2.718 3.327
H -1.323 -4.991 3.197
H -0.104 -5.186 1.955
H -1.824 -5.113 1.527
H -3.066 -2.695 3.558
H -3.479 -3.156 1.920
H -3.223 -1.456 2.314
H 1.662 -3.600 -2.639
H 3.260 -2.984 -2.254
H 1.930 -1.857 -2.553
H 1.168 -5.294 0.093
H 2.012 -4.615 1.490
H 2.900 -5.006 0.026
H 3.390 -0.950 0.277
H 4.223 -2.491 0.227
H 3.283 -2.092 1.652
H -3.699 -1.961 -1.851
H -3.603 -2.721 -0.266
H -3.870 -3.699 -1.708
H -0.668 -1.651 -3.484
H -1.855 -2.859 -3.970
H -0.191 -3.330 -3.664
H -1.579 -5.396 -0.525
H -0.088 -5.180 -1.455
H -1.614 -5.394 -2.283
*
```

---

2.
ORCA calculation (ωB97M-V with the def2-TZVPD basis set) on 7 unconnected molecules or ions with the total composition C17H46N2O19S5.

The value obtained for the energy above the lowest of the compared OMol25 structures with the same formula, charge and spin is 0.0 kJ/mol. As for the SMILES: CCOS(C)(=O)=O.CCOS(C)(=O)=O.CCOS(C)(=O)=O.CCOS(C)(=O)=O.CCOS(C)(=O)=O.C[N+](=O)[O-].C[N+](=O)[O-]. As for the max |F|: 1.57 eV Å⁻¹. The HOMO energy is -10.91 eV. As for the total energy: -114425.558 eV.

```
! wB97M-V def2-TZVPD RIJCOSX def2/J DEFGRID3
* xyz 0 1
C 8.102 -5.055 8.073
C 6.926 -4.360 8.689
O 6.107 -3.643 7.726
S 6.409 -2.083 7.610
C 5.021 -1.661 6.573
O 6.181 -1.482 8.882
O 7.641 -1.875 6.927
H 8.490 -5.790 8.788
H 8.912 -4.371 7.826
H 7.884 -5.665 7.194
H 6.258 -5.040 9.220
H 7.250 -3.691 9.492
H 5.368 -1.359 5.588
H 4.450 -0.910 7.105
H 4.449 -2.572 6.406
C 5.114 -7.570 8.639
C 3.953 -6.594 8.492
O 3.730 -5.974 9.759
S 2.438 -5.067 9.925
C 2.847 -3.620 9.015
O 1.366 -5.724 9.264
O 2.370 -4.747 11.306
H 5.036 -7.929 9.667
H 6.051 -7.042 8.483
H 5.026 -8.441 7.994
H 4.123 -5.852 7.705
H 3.072 -7.151 8.163
H 3.927 -3.478 9.024
H 2.458 -2.751 9.542
H 2.468 -3.713 8.003
C 6.769 -11.244 8.382
C 6.959 -10.541 9.705
O 7.896 -9.463 9.517
S 8.851 -9.055 10.702
C 10.299 -9.957 10.235
O 9.105 -7.666 10.548
O 8.323 -9.549 11.926
H 7.697 -11.651 7.975
H 6.436 -10.546 7.611
H 6.015 -12.023 8.488
H 6.003 -10.180 10.083
H 7.344 -11.250 10.441
H 9.991 -10.923 9.843
H 11.022 -10.037 11.039
H 10.729 -9.373 9.421
C 2.844 -4.472 2.782
C 4.178 -4.319 2.065
O 4.996 -5.432 2.423
S 6.419 -5.575 1.679
C 7.430 -4.648 2.819
O 6.790 -6.937 1.753
O 6.311 -4.890 0.433
H 2.340 -5.371 2.419
H 2.207 -3.621 2.554
H 3.024 -4.624 3.845
H 4.021 -4.195 0.997
H 4.646 -3.395 2.432
H 8.324 -5.231 3.023
H 6.908 -4.491 3.758
H 7.674 -3.705 2.337
C 13.175 -13.981 2.970
C 12.177 -13.061 2.303
O 11.229 -12.560 3.247
S 11.310 -11.016 3.623
C 10.588 -11.144 5.209
O 12.670 -10.654 3.738
O 10.467 -10.272 2.767
H 13.814 -14.480 2.245
H 12.691 -14.730 3.598
H 13.781 -13.361 3.634
H 12.709 -12.249 1.801
H 11.680 -13.535 1.452
H 10.528 -10.135 5.615
H 11.206 -11.794 5.819
H 9.569 -11.505 5.100
C 3.114 -13.100 3.379
N 3.040 -11.681 3.808
O 2.510 -10.890 3.062
O 3.643 -11.389 4.824
H 2.470 -13.274 2.526
H 2.735 -13.718 4.191
H 4.163 -13.317 3.213
C 5.716 -8.729 5.170
N 7.075 -8.170 5.459
O 7.204 -6.966 5.358
O 7.921 -8.915 5.887
H 5.654 -8.642 4.087
H 5.053 -7.970 5.579
H 5.601 -9.680 5.665
*
```

---

3.
ORCA calculation (ωB97M-V with the def2-TZVPD basis set) on 4 unconnected molecules or ions with the total composition C2H12O3S.

The value obtained for the energy above the lowest of the compared OMol25 structures with the same formula, charge and spin is 206.9 kJ/mol. As for the SMILES: CSC.O.O.O. As for the max |F|: 3.83 eV Å⁻¹. The HOMO energy is -9.15 eV. As for the total energy: -19244.592 eV.

```
! wB97M-V def2-TZVPD RIJCOSX def2/J DEFGRID3
* xyz 0 1
C -0.899 -1.016 2.350
S 0.130 -1.255 0.978
C 0.508 0.968 1.108
H -1.783 -0.442 1.954
H -0.478 -0.456 3.215
H -1.242 -1.979 2.659
H 1.357 1.041 0.440
H -0.467 1.143 0.647
H 0.595 1.483 2.156
O -1.953 0.681 -1.400
H -1.053 0.869 -1.701
H -1.888 0.063 -0.672
O 1.829 -1.078 -1.633
H 1.536 -1.879 -2.094
H 1.394 -1.200 -0.704
O 0.682 1.280 -2.145
H 0.944 0.289 -2.100
H 0.788 1.488 -3.057
*
```